a:
{
  "formula": "C4H6O4",
  "method": "ωB97M-V/def2-TZVPD",
  "elements": ["O", "O", "O", "O", "C", "C", "C", "C", "H", "H", "H", "H", "H", "H"],
  "coordinates": [[0.7449, -1.6004, -1.7988], [-0.2099, -1.7218, 0.2687], [2.1763, 3.3303, 0.6684], [2.3000, 1.5926, 2.0887], [-1.3683, -2.6974, -1.6198], [-0.1213, -1.8998, -0.9510], [0.1373, 2.2627, 1.2999], [1.7008, 2.3555, 1.3073], [-0.2578, 2.4025, 0.2996], [-0.0696, 3.1565, 1.8873], [-1.3664, -2.3438, -2.6538], [-2.2001, -2.4098, -0.9844], [-1.2328, -3.7817, -1.5603], [-0.2331, 1.3545, 1.7483]],
  "lowdin_charge": [-0.118, -0.087, -0.155, -0.113, -0.077, -0.797, -0.059, -0.807, 0.044, 0.041, 0.031, 0.026, 0.027, 0.044],
  "mol_weight_g_mol": 118.1,
  "charge": -2,
  "orbital_gap_ha": 0.279,
  "lumo_energy_ev": 6.6678
}

---

b:
{
  "formula": "C4H6O4",
  "method": "ωB97M-V/def2-TZVPD",
  "elements": ["O", "O", "O", "O", "C", "C", "C", "C", "H", "H", "H", "H", "H", "H"],
  "coordinates": [[1.7396, 0.7797, 0.1327], [-2.8456, -1.4000, 1.1887], [-1.9524, 0.6628, 1.0068], [2.9052, 0.4898, -1.7618], [0.5972, 0.9573, -1.9963], [1.8358, 0.7437, -1.1073], [-0.5778, -1.1090, 1.8966], [-1.9013, -0.5512, 1.2767], [-0.2537, -0.4231, 2.6824], [-0.2274, 0.4176, -1.5473], [0.8928, 0.5577, -2.9683], [-0.6902, -2.1295, 2.2562], [0.1660, -0.9919, 1.1056], [0.3119, 1.9960, -2.1649]],
  "lowdin_charge": [-0.091, -0.178, -0.108, -0.184, -0.055, -0.793, -0.059, -0.801, 0.050, 0.052, 0.041, 0.036, 0.041, 0.049],
  "mol_weight_g_mol": 118.1,
  "charge": -2,
  "orbital_gap_ha": 0.285,
  "lumo_energy_ev": 6.9300
}

---

Stability, lowest: a

---

a:
{
  "formula": "C4H12S2",
  "method": "ωB97M-V/def2-TZVPD",
  "elements": ["S", "S", "C", "C", "C", "C", "H", "H", "H", "H", "H", "H", "H", "H", "H", "H", "H", "H"],
  "coordinates": [[2.2289, 0.1525, 1.4417], [2.9226, -1.3860, 0.2366], [2.4167, -0.7375, -1.4023], [-1.0012, 0.1989, -0.1569], [-1.2138, 1.6897, 0.1534], [-1.9121, -0.6916, 0.6944], [2.9156, -1.3921, -2.1587], [-2.5829, -1.3167, 0.0984], [-0.5821, 2.3233, -0.4682], [0.0634, -0.0305, -0.0455], [1.3462, -0.8433, -1.5957], [-1.1537, 1.8167, 1.2407], [-2.4818, -0.0601, 1.3843], [2.7276, 0.2870, -1.4880], [1.2066, -0.5327, 1.9769], [-2.3034, 1.7829, -0.0030], [-1.3078, 0.0935, -1.2243], [-1.2887, -1.3541, 1.3161]],
  "lowdin_charge": [0.317, 0.364, -0.486, -0.351, -0.126, -0.114, 0.042, 0.069, 0.071, 0.005, 0.012, 0.068, 0.066, 0.017, -0.199, 0.074, 0.107, 0.065],
  "mol_weight_g_mol": 124.3,
  "orbital_gap_ha": 0.351,
  "smiles": "CCC.CSS",
  "lumo_energy_ev": 0.5637
}

---

b:
{
  "formula": "C4H12S2",
  "method": "ωB97M-V/def2-TZVPD",
  "elements": ["S", "S", "C", "C", "C", "C", "H", "H", "H", "H", "H", "H", "H", "H", "H", "H", "H", "H"],
  "coordinates": [[-0.5197, 1.6203, -3.3197], [1.0665, -0.0762, 2.6506], [0.6552, 0.0052, -1.5193], [-1.0901, -2.1226, 2.8441], [-0.6380, -0.6341, 3.1692], [0.1993, -0.2109, -2.9708], [-0.9094, -0.4001, 4.2784], [-0.3204, -0.1635, -0.9758], [1.0931, -0.2602, -3.7260], [-0.6161, -2.4243, 1.8197], [1.2126, 0.9324, -1.3214], [1.2471, -0.9290, -1.1646], [-0.6082, -2.7998, 3.4901], [-1.1612, 0.0936, 2.4250], [0.8969, 0.6317, 1.4718], [-2.1846, -2.1069, 2.7895], [-0.7686, -0.7152, -3.3153], [-1.3890, 1.2089, -4.2049]],
  "lowdin_charge": [0.588, 0.603, -0.271, -0.169, -0.604, -0.481, 0.090, 0.072, 0.084, 0.088, 0.057, 0.092, 0.031, 0.062, -0.161, 0.063, 0.070, -0.217],
  "mol_weight_g_mol": 124.3,
  "orbital_gap_ha": 0.360,
  "smiles": "CCS.CCS",
  "lumo_energy_ev": 0.7652
}

---

Stability, lowest: b

---

a:
{
  "formula": "C5H8OS",
  "method": "ωB97M-V/def2-TZVPD",
  "elements": ["S", "O", "C", "C", "C", "C", "C", "H", "H", "H", "H", "H", "H", "H", "H"],
  "coordinates": [[-0.7609, 2.4333, 0.0867], [-0.8583, -0.1806, 1.6464], [0.2822, 0.9519, -0.2012], [-0.2648, 0.1770, -1.3920], [0.0293, -1.1112, -1.2259], [0.3548, -0.0684, 0.9123], [0.6388, -1.3699, 0.1619], [1.1797, 0.1238, 1.6526], [-1.0302, 0.6442, 2.1610], [-0.6130, 0.6182, -2.3221], [0.1016, -2.1524, 0.6543], [-2.0061, 1.9465, -0.0379], [-0.0160, -1.9408, -1.9329], [1.7039, -1.4928, 0.1601], [1.2590, 1.4211, -0.3234]],
  "lowdin_charge": [0.739, -0.068, -0.597, -0.120, -0.062, -0.424, -0.114, 0.155, 0.089, 0.104, 0.108, -0.127, 0.105, 0.111, 0.102],
  "mol_weight_g_mol": 116.2,
  "orbital_gap_ha": 0.364,
  "smiles": "O[C@H]1CC=C[C@H]1S",
  "lumo_energy_ev": 0.8097
}

---

b:
{
  "formula": "C5H8OS",
  "method": "ωB97M-V/def2-TZVPD",
  "elements": ["S", "O", "C", "C", "C", "C", "C", "H", "H", "H", "H", "H", "H", "H", "H"],
  "coordinates": [[3.2684, -0.7112, 0.1244], [-2.0656, -0.5047, 1.0568], [2.1000, 0.6754, 0.3450], [-1.7536, 0.3293, -0.0802], [0.6461, 0.2051, 0.5033], [-0.3224, 0.6625, -0.2618], [-2.2600, -1.0225, -0.3160], [2.7460, -1.2149, -0.9823], [2.4382, 1.1930, 1.1914], [-0.0939, 1.4019, -0.9882], [-2.4257, 1.2013, -0.2690], [-3.2850, -1.0890, -0.6288], [2.2591, 1.3461, -0.4591], [0.4260, -0.5421, 1.2886], [-1.6776, -1.9304, -0.5241]],
  "lowdin_charge": [0.686, -0.060, -0.540, -0.308, -0.150, -0.078, -0.076, -0.162, 0.044, 0.101, 0.153, 0.095, 0.049, 0.122, 0.123],
  "mol_weight_g_mol": 116.2,
  "orbital_gap_ha": 0.368,
  "smiles": "SC/C=C/[C@H]1CO1",
  "lumo_energy_ev": 0.9727
}

---

Stability, lowest: b

---

a:
{
  "formula": "C4H13NSi",
  "method": "ωB97M-V/def2-TZVPD",
  "elements": ["Si", "N", "C", "C", "C", "C", "H", "H", "H", "H", "H", "H", "H", "H", "H", "H", "H", "H", "H"],
  "coordinates": [[-2.5699, 0.0483, 0.4461], [-1.7465, -1.1150, -0.5796], [0.6884, 2.1666, -0.3464], [1.9140, 0.1597, 0.3829], [1.0833, 0.9142, -0.6058], [1.7746, -1.3829, 0.2254], [-3.6219, 0.9349, 0.1047], [1.0047, 0.4371, -1.5659], [0.2641, 2.9624, -0.9675], [-1.3614, 0.7824, 0.9292], [0.5447, 2.5914, 0.6971], [-2.2422, -1.7605, -1.1464], [2.5037, -1.7793, 0.8631], [0.7797, -1.5746, 0.7719], [3.0391, 0.2444, 0.2203], [-1.0460, -0.7378, -1.1729], [1.7181, -1.7958, -0.7309], [1.8451, 0.7088, 1.2624], [-3.0825, -0.8374, 1.5317]],
  "lowdin_charge": [0.527, -0.165, -0.038, -0.267, -0.232, -0.099, -0.129, 0.091, 0.050, -0.079, 0.076, -0.001, 0.041, 0.088, 0.126, -0.028, 0.048, 0.076, -0.086],
  "mol_weight_g_mol": 103.2,
  "orbital_gap_ha": 0.375,
  "smiles": "N[SiH3].C=CCC",
  "lumo_energy_ev": 1.0181
}

---

b:
{
  "formula": "C4H13NSi",
  "method": "ωB97M-V/def2-TZVPD",
  "elements": ["Si", "N", "C", "C", "C", "C", "H", "H", "H", "H", "H", "H", "H", "H", "H", "H", "H", "H", "H"],
  "coordinates": [[-0.3673, 1.0777, 2.5977], [-0.9943, 1.2793, 1.0746], [-1.6740, 2.5128, 0.5461], [2.0214, -1.1789, -0.6289], [-0.4689, -1.7318, -1.0792], [0.8449, -1.2070, -1.6444], [0.5582, -0.1537, -1.9033], [-1.1167, -1.6701, -1.9903], [2.9337, -1.8562, -0.9425], [2.3565, -0.0504, -0.7456], [-0.7612, -1.0242, -0.2707], [-0.9906, 3.2447, 0.1483], [-2.4281, 2.2675, -0.1817], [0.4705, -0.1537, 2.6101], [1.6549, -1.5706, 0.2929], [-0.5392, -2.7422, -0.6792], [-0.4782, 1.8849, 3.8886], [-2.2005, 2.9825, 1.3750], [1.1792, -1.9108, -2.4677]],
  "lowdin_charge": [0.662, -0.317, -0.247, -0.141, -0.158, -0.354, 0.102, 0.077, 0.089, 0.098, 0.046, 0.054, 0.050, -0.098, 0.027, 0.061, -0.099, 0.042, 0.106],
  "mol_weight_g_mol": 103.2,
  "orbital_gap_ha": 0.333,
  "smiles": "CN=[SiH2].CCC",
  "lumo_energy_ev": -0.0568
}

---

Stability, lowest: b